1.
Here is a 2-piece molecular cluster, C4H17N4Si overall from the Open Molecules 2025 dataset. Energies are from the ωB97M-V functional and the def2-TZVPD basis.

The geometry in ORCA input format:
```
! wB97M-V def2-TZVPD RIJCOSX def2/J DEFGRID3
* xyz 1 1
C 0.35531 -1.24946 2.07274
C -2.45500 -2.68447 -0.68346
C 2.62602 2.66817 -0.60776
C -0.88106 -0.98637 -0.02917
N -0.18484 -1.77428 0.80178
N -1.88496 -1.43112 -0.66473
N -0.37889 0.50855 0.01554
N 2.65755 1.27577 -0.29570
Si -1.23539 1.96574 -0.54881
H 1.47596 -1.44453 2.18997
H 0.15686 -0.22456 2.10748
H -0.30456 -1.73548 2.82750
H -3.50266 -2.70649 -0.44396
H -2.38211 -3.14157 -1.69777
H -1.91548 -3.21339 0.03907
H 3.65424 2.93349 -0.54943
H 2.26177 2.73963 -1.65225
H 1.94568 3.17800 0.15017
H -0.40178 -2.73715 0.94053
H -2.31604 -0.77712 -1.32234
H 0.66065 0.49036 0.07077
H 3.35369 1.17319 0.43223
H 3.12297 0.62470 -1.05025
H -2.41614 1.20407 -0.60313
H -1.41703 3.04060 0.31362
H -0.59474 2.30374 -1.81263
*
```

Output
- LUMO: -2.5 eV
- E_tot: -18254.0649 eV
- Relative energy (zero: lowest compared OMol25 entry of this formula, charge and spin): 1.431 eV
- Orbital gap: 10.19 eV

Atom charges from the natural (NBO) analysis, given in e for atoms 1 to 5: -0.415, -0.407, -0.414, 0.732, -0.579



2.
Here is a 4-piece molecular cluster, C4H17NO3 overall from the Open Molecules 2025 dataset. Energies are from the ωB97M-V functional and the def2-TZVPD basis.

The geometry in ORCA input format:
```
! wB97M-V def2-TZVPD RIJCOSX def2/J DEFGRID3
* xyz 0 1
C 1.65086 -2.50084 0.70633
C 0.20091 -2.71242 0.22071
C -0.85146 -1.90489 0.97218
N -0.94586 -0.53718 0.53077
C -2.18614 0.13245 0.86574
H 1.74899 -2.64742 1.78396
H 2.28198 -3.24053 0.21389
H 2.01074 -1.49413 0.48348
H 0.14740 -2.45427 -0.83788
H 0.02904 -3.77857 0.35196
H -1.78560 -2.43465 0.85347
H -0.62756 -1.95193 2.04498
H -0.12366 -0.01567 0.72890
H -2.96483 -0.17993 0.18209
H -2.51423 -0.08041 1.89347
H -2.09938 1.21721 0.81196
O -0.85136 0.21542 -2.29220
H -0.17245 -0.27895 -2.75497
H -0.87721 -0.05963 -1.35892
O -0.45473 4.24973 -3.56617
H -0.27150 3.94792 -4.45396
H -0.74435 3.48999 -3.06042
O 2.98870 4.03887 1.67003
H 2.72299 4.96019 1.71057
H 3.68871 4.01964 2.30001
*
```

Output
- LUMO: 0.8 eV
- E_tot: -12056.0441 eV
- Relative energy (zero: lowest compared OMol25 entry of this formula, charge and spin): 0.702 eV
- Orbital gap: 9.89 eV
- SMILES: CCCNC.O.O.O

Atom charges from the natural (NBO) analysis, given in e for atoms 1 to 5: -0.608, -0.397, -0.215, -0.663, -0.411



3.
Here is a 4-piece molecular cluster, C4H17NO3 overall from the Open Molecules 2025 dataset. Energies are from the ωB97M-V functional and the def2-TZVPD basis.

The geometry in ORCA input format:
```
! wB97M-V def2-TZVPD RIJCOSX def2/J DEFGRID3
* xyz 0 1
C -0.10381 -1.59821 -1.38074
N -0.74048 -0.21115 -0.98663
C 0.19836 0.87395 -0.91088
C 0.54620 1.42093 -2.34864
C 1.33596 0.41159 -0.00871
H 0.32928 -1.78361 -2.36451
H -1.01673 -2.27863 -1.30277
H 0.69194 -1.79950 -0.62580
H -1.46357 -0.04878 -1.66105
H -0.38603 1.66371 -0.37435
H 1.46673 2.04539 -2.24300
H -0.15597 2.19467 -2.67006
H 0.50983 0.69068 -3.06778
H 1.68042 1.49420 0.18338
H 2.01187 -0.22041 -0.35506
H 1.06484 -0.07239 0.95338
O -0.36678 0.73051 3.36884
H -1.06173 0.25971 3.72246
H -0.63385 1.10429 2.50441
O -2.03392 0.84581 1.34075
H -2.32807 1.68191 0.90783
H -1.49184 0.40291 0.55766
O 0.40933 -2.86262 2.06765
H 1.23973 -3.01351 2.58866
H 0.29829 -1.93145 2.10493
*
```

Output
- LUMO: 0.6 eV
- E_tot: -12054.7199 eV
- Relative energy (zero: lowest compared OMol25 entry of this formula, charge and spin): 2.027 eV
- Orbital gap: 10.24 eV
- SMILES: CNC(C)C.O.O.O

Atom charges from the natural (NBO) analysis, given in e for atoms 1 to 5: -0.438, -0.657, -0.041, -0.632, -0.626